C4H12 | wB97M-V/def2-TZVPD

Structure (ORCA input):
```
! wB97M-V def2-TZVPD RIJCOSX def2/J DEFGRID3
* xyz 0 1
C 2.02 0.49 0.43
C 2.40 -0.98 0.70
H 1.02 0.68 0.05
H 2.01 1.10 1.32
H 2.62 1.05 -0.29
H 2.91 -0.93 1.69
H 1.52 -1.60 0.63
H 2.98 -1.29 -0.20
C -1.80 -0.44 -0.41
C -2.58 0.83 -0.64
H -1.97 -1.00 0.52
H -2.24 -1.19 -1.09
H -0.73 -0.51 -0.41
H -3.64 0.71 -0.59
H -2.21 1.74 -0.12
H -2.32 1.35 -1.59
*
```

Computed properties:
Kohn-Sham gap   12.03 eV
E_tot   -159.5481 a.u.
Energy above the lowest of the compared OMol25 structures with the same formula, charge and spin   23.1 kcal per mole
LUMO   0.0412 Eh